(1)
Below is a molecular structure, C13H38AsInN3O8P2SSi2, with properties calculated with ωB97M-V/def2-TZVPD.

Results
Gap between HOMO and LUMO (eV): 7.794
Energy (hartree): -5370.31844
Energy above the lowest of the compared OMol25 structures with the same formula, charge and spin (kcal/mol): 22.4
Net charge: +1

Each line ends with the Mulliken charge.
Atoms and positions in Å:
In (0.193, 0.163, 0.104)  0.866
C (3.867, -3.140, 0.968)  -1.988
C (3.701, -2.171, -0.202)  1.017
O (4.509, -2.537, -1.321)  -0.672
P (4.202, -0.473, 0.261)  0.457
O (5.521, -0.623, 1.136)  -0.575
O (4.730, 0.166, -1.080)  -0.511
O (3.115, 0.273, 0.915)  -0.323
P (1.951, -2.159, -0.728)  1.224
O (1.823, -0.868, -1.712)  -0.668
O (1.624, -3.425, -1.412)  -0.845
O (1.112, -1.692, 0.464)  -0.647
H (4.923, -3.226, 1.219)  0.444
H (3.487, -4.124, 0.688)  0.477
H (3.313, -2.796, 1.844)  0.376
H (4.227, -3.410, -1.626)  0.411
H (5.370, -0.545, 2.086)  0.355
H (5.210, -0.461, -1.641)  0.365
H (1.791, -1.075, -2.654)  0.306
C (-1.037, -4.917, -0.339)  -1.060
N (-1.141, -3.542, -0.818)  -0.071
C (-1.531, -2.463, -0.165)  0.432
S (-1.670, -0.981, -1.100)  -0.383
N (-1.834, -2.408, 1.122)  0.296
C (-1.404, -3.313, 2.185)  -1.101
H (-0.798, -5.535, -1.199)  0.343
H (-1.988, -5.250, 0.068)  0.350
H (-0.245, -5.037, 0.396)  0.344
H (-0.659, -3.354, -1.685)  0.369
H (-2.227, -1.504, 1.420)  0.200
H (-0.319, -3.411, 2.184)  0.281
H (-1.866, -4.293, 2.116)  0.364
H (-1.709, -2.863, 3.127)  0.372
C (2.224, 5.411, 0.299)  -1.040
Si (2.389, 3.693, 1.031)  0.569
C (2.059, 3.666, 2.870)  -1.061
C (4.137, 3.159, 0.663)  -0.964
As (0.681, 2.602, -0.261)  -0.018
Si (-1.336, 3.507, 0.617)  0.405
C (-1.580, 3.276, 2.463)  -0.833
C (-1.415, 5.346, 0.289)  -1.191
C (-2.689, 2.662, -0.369)  -0.635
H (2.962, 6.057, 0.785)  0.376
H (1.249, 5.880, 0.406)  0.214
H (2.472, 5.383, -0.764)  0.301
H (2.933, 4.060, 3.396)  0.412
H (1.883, 2.650, 3.227)  0.264
H (1.203, 4.283, 3.142)  0.320
H (4.764, 4.040, 0.831)  0.440
H (4.275, 2.842, -0.370)  0.278
H (4.470, 2.364, 1.325)  0.179
H (-0.844, 3.853, 3.024)  0.243
H (-1.527, 2.236, 2.785)  0.249
H (-2.559, 3.680, 2.749)  0.284
H (-0.726, 5.918, 0.911)  0.336
H (-2.427, 5.671, 0.552)  0.344
H (-1.244, 5.607, -0.756)  0.347
H (-2.729, 1.584, -0.193)  -0.136
H (-2.517, 2.824, -1.436)  0.314
H (-3.672, 3.077, -0.131)  0.339
C (-4.947, -1.039, 1.528)  -1.122
C (-4.048, 0.112, 1.891)  0.743
N (-4.642, 1.284, 2.153)  -0.312
O (-2.820, -0.006, 1.926)  -0.690
H (-5.997, -0.839, 1.729)  0.421
H (-4.641, -1.926, 2.080)  0.262
H (-4.823, -1.240, 0.463)  0.235
H (-5.640, 1.390, 2.113)  0.192
H (-4.068, 2.084, 2.359)  0.132

=====

(2)
Below is C2H5N3OS in the gas phase, with properties calculated with ωB97M-V/def2-TZVPD.

Results
Structure (SMILES): [H]/N=C(\N)NSC=O
Gap between HOMO and LUMO (eV): 10.018
Energy (hartree): -716.89258
Energy above the lowest of the compared OMol25 structures with the same formula, charge and spin (kcal/mol): 30.2

Each line ends with the Mulliken charge.
Atoms and positions in Å:
H (-1.444, 0.554, 1.825)  0.197
N (-0.583, 0.167, 1.407)  -0.613
C (-0.848, -0.226, 0.233)  0.632
N (-1.955, 0.028, -0.571)  -0.431
N (0.146, -0.857, -0.538)  -0.480
S (1.624, -1.218, 0.169)  -0.036
C (2.379, 0.372, 0.061)  0.067
O (1.916, 1.365, -0.400)  -0.430
H (-2.155, -0.692, -1.265)  0.245
H (-2.703, 0.531, -0.132)  0.208
H (0.311, -0.346, -1.404)  0.324
H (3.311, 0.320, 0.615)  0.316

=====

(3)
Below is C3H5N3 in the gas phase, with properties calculated with ωB97M-V/def2-TZVPD.

Results
Structure (SMILES): [H]/N=N/C(C=C)=N/[H]
Gap between HOMO and LUMO (eV): 9.083
Energy (hartree): -281.44993
Energy above the lowest of the compared OMol25 structures with the same formula, charge and spin (kcal/mol): 87.9

Each line ends with the Mulliken charge.
Atoms and positions in Å:
H (2.064, -2.026, 0.214)  0.265
N (1.119, -1.815, 0.574)  -0.618
N (0.576, -0.990, -0.159)  0.172
C (-0.732, -0.497, -0.039)  0.606
C (-0.549, 0.953, -0.058)  -0.182
C (0.744, 1.372, -0.105)  -0.699
N (-1.759, -1.228, -0.188)  -0.677
H (-2.626, -0.696, -0.158)  0.235
H (-1.324, 1.529, 0.433)  0.308
H (1.017, 2.324, 0.333)  0.289
H (1.472, 1.075, -0.847)  0.301

=====

(4)
Below is 8 unconnected molecules or ions with the total composition C16H48BF2NO11S8, with properties calculated with ωB97M-V/def2-TZVPD.

Results
Gap between HOMO and LUMO (eV): 8.202
Energy (hartree): -4930.79073

Each line ends with the Mulliken charge.
Atoms and positions in Å:
O (3.047, -2.820, -3.025)  -0.674
S (1.638, -2.692, -3.199)  1.030
O (0.776, -3.328, -2.264)  -0.551
F (1.301, -3.368, -4.574)  -0.262
N (1.299, -1.145, -3.401)  0.369
C (0.062, -0.827, -4.172)  -0.893
C (-0.987, -0.349, -3.181)  0.607
F (-2.183, -0.133, -3.846)  -0.363
B (2.531, -0.323, -3.718)  0.580
O (3.256, 0.197, -2.688)  -0.557
O (2.793, -0.091, -5.029)  -0.576
H (0.294, -0.057, -4.907)  0.435
H (-0.305, -1.695, -4.720)  0.299
H (-0.640, 0.570, -2.710)  0.232
H (-1.093, -1.115, -2.410)  -0.262
H (2.750, 0.756, -2.088)  0.313
H (3.726, 0.013, -5.235)  0.318
C (1.529, -1.409, 0.856)  -0.893
S (-0.235, -1.166, 0.569)  0.891
O (-0.387, 0.252, 0.139)  -0.648
C (-0.718, -1.229, 2.297)  -1.102
H (2.024, -1.350, -0.112)  0.101
H (1.903, -0.626, 1.517)  0.281
H (1.694, -2.396, 1.289)  0.379
H (-0.182, -0.454, 2.845)  0.299
H (-0.501, -2.219, 2.696)  0.374
H (-1.790, -1.045, 2.329)  0.334
C (-1.650, 4.269, -3.899)  -1.080
S (-1.849, 3.924, -2.143)  0.442
O (-1.267, 2.579, -1.895)  -0.427
C (-3.631, 3.710, -2.199)  -1.062
H (-0.584, 4.386, -4.085)  0.316
H (-2.044, 3.432, -4.476)  0.302
H (-2.169, 5.195, -4.148)  0.407
H (-3.874, 2.915, -2.904)  0.324
H (-4.099, 4.651, -2.487)  0.425
H (-3.948, 3.431, -1.196)  0.306
C (1.024, 4.498, 1.379)  -0.898
S (-0.724, 4.854, 1.215)  0.761
O (-0.846, 6.295, 0.844)  -0.717
C (-1.114, 4.740, 2.961)  -1.025
H (1.466, 4.567, 0.386)  0.385
H (1.489, 5.217, 2.050)  0.393
H (1.144, 3.487, 1.765)  0.134
H (-0.511, 5.472, 3.499)  0.394
H (-0.917, 3.731, 3.316)  0.309
H (-2.173, 4.954, 3.078)  0.266
C (-4.474, 1.256, 5.955)  -0.984
S (-4.089, 2.932, 5.432)  0.431
O (-2.948, 2.829, 4.484)  -0.488
C (-3.401, 3.476, 7.001)  -0.950
H (-4.871, 0.733, 5.088)  0.309
H (-3.560, 0.771, 6.298)  0.295
H (-5.223, 1.283, 6.747)  0.392
H (-2.565, 2.830, 7.266)  0.298
H (-4.175, 3.450, 7.768)  0.380
H (-3.054, 4.498, 6.862)  0.308
C (-4.949, -3.793, -0.945)  -1.005
S (-3.195, -4.090, -0.683)  0.390
O (-2.669, -2.910, 0.052)  -0.524
C (-2.695, -3.870, -2.393)  -0.569
H (-5.434, -3.834, 0.028)  0.336
H (-5.078, -2.805, -1.386)  0.293
H (-5.357, -4.568, -1.594)  0.387
H (-2.996, -2.875, -2.723)  0.172
H (-3.155, -4.643, -3.009)  0.475
H (-1.610, -3.963, -2.420)  0.017
C (3.215, -8.133, -3.889)  -0.951
S (3.503, -6.440, -4.428)  0.643
O (4.643, -6.487, -5.379)  -0.680
C (4.161, -5.867, -2.859)  -0.903
H (2.851, -8.692, -4.749)  0.314
H (4.155, -8.558, -3.538)  0.307
H (2.464, -8.139, -3.099)  0.321
H (5.024, -6.480, -2.599)  0.478
H (3.387, -5.931, -2.094)  0.302
H (4.454, -4.828, -2.988)  0.173
C (5.476, 2.932, 4.088)  -0.999
S (3.809, 2.744, 3.443)  0.605
O (3.126, 4.046, 3.655)  -0.600
C (3.221, 1.643, 4.736)  -0.930
H (5.995, 3.632, 3.436)  0.331
H (5.422, 3.333, 5.099)  0.292
H (5.984, 1.968, 4.074)  0.360
H (3.329, 2.138, 5.701)  0.377
H (3.787, 0.712, 4.708)  0.355
H (2.170, 1.444, 4.535)  0.227

=====

(5)
Below is C2H5OP in the gas phase, with properties calculated with ωB97M-V/def2-TZVPD.

Results
Gap between HOMO and LUMO (alpha / beta) (eV): 7.690 / 7.961
Energy (hartree): -495.66562
Energy above the lowest of the compared OMol25 structures with the same formula, charge and spin (kcal/mol): 72.1

Each line ends with the Mulliken charge.
Atoms and positions in Å:
C (-0.457, -0.826, 0.101)  -0.590
C (0.307, 0.410, -0.460)  -0.240
O (-0.070, 1.601, 0.091)  -0.477
P (2.024, -0.392, 0.003)  0.051
H (-0.638, -0.916, 1.132)  0.301
H (-0.856, -1.646, -0.551)  0.249
H (0.408, 0.410, -1.508)  0.370
H (0.311, 1.619, 1.039)  0.374
H (2.064, 0.492, 1.060)  -0.040

=====

- Which of these has the lowest energy?
  C13H38AsInN3O8P2SSi2